No. 1
Computed, not measured: one molecule with the formula C14H20N4O in a non-equilibrium geometry, with the ωB97M-V functional and the def2-TZVPD basis.

Calculated values
LUMO level (eV): 0.5
Relative energy (zero: lowest compared OMol25 entry of this formula, charge and spin) (kcal/mol): 0.31
Gap between HOMO and LUMO (eV): 8.07
SMILES: CCCc1nc2n[nH]c(N)c2c2c1COC(C)(C)C2
Net charge: 0
Energy (Eh): -839.74647

Positions of all 39 atoms, in Å:
C -3.89824 -2.02527 1.17568
C -3.51252 -2.27486 -0.27619
C -1.99768 -2.31305 -0.46961
C -1.33677 -0.96883 -0.32651
N -2.11908 0.06870 -0.21852
C -1.54180 1.27279 -0.11238
N -2.18182 2.43112 -0.00933
N -1.20605 3.35066 0.07217
C 0.04318 2.84736 0.02492
N 1.15498 3.65963 -0.00687
C -0.11216 1.46299 -0.09247
C 0.71619 0.32900 -0.18845
C 0.09085 -0.88842 -0.32790
C 0.91320 -2.14099 -0.46373
O 2.29191 -1.92159 -0.64815
C 2.85684 -0.91966 0.18607
C 2.66446 -1.23652 1.67564
C 4.34767 -0.90313 -0.15466
C 2.21311 0.43564 -0.15014
H -3.47680 -2.79137 1.82471
H -4.97970 -2.03693 1.28760
H -3.52916 -1.05360 1.48973
H -3.93098 -3.22871 -0.60677
H -3.92453 -1.47958 -0.89590
H -1.55457 -3.00894 0.24842
H -1.76859 -2.69419 -1.47001
H -1.46129 4.32472 0.12649
H 2.01984 3.21025 0.24708
H 1.03642 4.57279 0.40557
H 0.74685 -2.78793 0.41542
H 0.60090 -2.70310 -1.34985
H 2.95422 -2.26607 1.87291
H 3.28856 -0.57870 2.27533
H 1.62798 -1.09746 1.97514
H 4.47545 -0.77992 -1.22659
H 4.80123 -1.84622 0.13672
H 4.84844 -0.08981 0.36379
H 2.56731 0.77112 -1.12962
H 2.51994 1.17256 0.59590

***

No. 2
Computed, not measured: C28H28BrCrN2O4S as an isolated structure, with the ωB97M-V functional and the def2-TZVPD basis.

Calculated values
LUMO level (alpha / beta) (eV): -0.4 / -0.3
Relative energy (zero: lowest compared OMol25 entry of this formula, charge and spin) (kcal/mol): 0.00
Gap between HOMO and LUMO (alpha / beta) (eV): 4.78 / 7.26
Net charge: 0
Spin multiplicity: 2
Energy (Eh): -5510.91395
⟨S²⟩: 0.7799

Positions of all 65 atoms, in Å:
Cr -0.46575 0.07327 1.74511
Br 2.78557 6.58315 3.20766
C 2.25681 4.82281 2.74383
C 3.22760 3.82755 2.59121
C 2.85399 2.55004 2.25313
C 1.50203 2.20759 2.06010
O 1.20444 0.97641 1.74162
C 0.53699 3.22197 2.21355
C -0.84780 2.99726 1.92443
N -1.39013 1.86100 1.64506
C -2.73285 1.77760 1.20751
C -3.67437 2.80984 1.28652
C -4.94773 2.60412 0.78082
C -5.28921 1.39114 0.20146
C -4.37267 0.32901 0.14572
C -4.66768 -0.93516 -0.42187
C -3.67731 -1.92251 -0.39057
C -2.45748 -1.66840 0.17855
N -2.11272 -0.46536 0.72505
C -3.07272 0.52829 0.69167
C 0.93465 4.52869 2.54817
H 4.27161 4.07062 2.73595
H 3.59667 1.77352 2.12493
H -1.46838 3.88898 1.90038
H -3.43426 3.76040 1.73941
H -5.67878 3.39975 0.83892
H -6.28280 1.24019 -0.20189
H -5.64304 -1.12258 -0.84883
H -3.86427 -2.90899 -0.79425
H -1.71325 -2.45019 0.22904
H 0.18286 5.30193 2.64663
O -0.76830 -0.40156 3.15994
C 2.83289 -3.73259 -3.68317
C 2.10105 -2.54125 -3.12107
C 0.75299 -2.61985 -2.77955
C 0.08179 -1.52233 -2.26068
C 0.76926 -0.32682 -2.09358
C 2.11459 -0.22994 -2.41189
C 2.76626 -1.33721 -2.93013
S -0.01435 1.07875 -1.31030
C -1.09213 1.55305 -2.66655
O 1.00062 2.15451 -1.18056
H 2.20395 -4.62191 -3.68420
H 3.72977 -3.95208 -3.10159
H 3.14968 -3.54448 -4.71025
H 0.22034 -3.55340 -2.91952
H -0.96203 -1.60587 -1.97575
H 2.62389 0.71281 -2.25192
H 3.81758 -1.26579 -3.18712
H -0.47442 1.83220 -3.51878
H -1.68015 2.39933 -2.31576
H -1.75255 0.72009 -2.90653
C 1.74791 -3.67715 1.19136
C 2.75232 -2.71887 0.55616
C 2.25890 -1.37368 1.04940
O 0.80523 -1.51770 1.13534
C 0.45333 -2.91550 1.00345
H 1.96275 -3.82245 2.25126
H 1.70903 -4.65175 0.70686
H 2.69230 -2.76931 -0.53324
H 3.78241 -2.90295 0.85801
H 2.47916 -0.54443 0.38358
H 2.62367 -1.13565 2.04711
H 0.06099 -3.08104 -0.00031
H -0.30872 -3.13714 1.75097

***

No. 3
Computed, not measured: a 4-piece molecular cluster, H8O4 overall, with the ωB97M-V functional and the def2-TZVPD basis.

Calculated values
LUMO level (eV): 0.6
Relative energy (zero: lowest compared OMol25 entry of this formula, charge and spin) (kcal/mol): 10.85
Gap between HOMO and LUMO (eV): 11.58
SMILES: O.O.O.O
Net charge: 0
Energy (Eh): -305.76192

Positions of all 12 atoms, in Å:
O 2.31327 0.05783 0.26029
H 1.43485 -0.27625 0.52757
H 2.45786 0.84188 0.79670
O -2.69152 1.39691 0.91311
H -2.70285 2.27046 1.31939
H -2.94407 0.78226 1.61379
O -0.47117 -0.31919 0.30912
H -1.22628 0.28656 0.37534
H -0.40182 -0.56635 -0.62792
O 1.06108 -1.36094 -1.94659
H 1.70153 -0.91057 -1.36897
H 1.46912 -2.20258 -2.17184